No. 1
Molecular formula: C23H47BrNO16P
Method: DFT, wB97M-V/def2-TZVPD

The LUMO energy comes out at -0.026 Eh. As for the HOMO energy: -9.11 eV.

Cartesian coordinates (Å):
H: -2.2638 3.9748 -1.1731
H: 4.8154 -6.9698 -4.1973
H: 6.4894 3.5916 5.7340
C: -1.7210 3.0303 -0.7528
H: -0.4777 -3.9433 -1.4524
H: -1.8355 -3.3993 -8.0747
H: -1.2516 2.2934 -3.8165
C: -2.7262 -4.1861 -2.5776
C: 3.4045 -8.0769 -3.4606
H: 0.7098 -3.4213 1.7144
C: -2.4850 2.4418 0.6091
H: 0.3421 -5.2499 3.8599
C: 0.5391 2.1013 -0.9502
C: 2.3287 -4.0570 -3.3963
H: 2.4496 6.5909 7.4218
C: -1.5664 -3.5103 -1.6112
H: -8.9235 -0.2099 -1.1649
C: 3.2713 4.0339 3.2266
O: -0.6286 0.0562 -0.4921
O: -0.3038 3.1976 -0.4224
H: 5.1456 3.8202 3.6746
C: 0.6138 0.6759 -0.0719
O: 7.3020 4.0523 6.0037
H: 0.3494 -3.4708 3.9769
H: 3.0295 5.6334 5.4223
O: -0.4657 -1.6791 1.3060
H: -4.3446 3.6752 -0.0489
C: -4.1965 -3.4212 -2.7379
H: 2.3126 -8.1072 -3.4737
H: -3.5405 3.6085 3.1812
H: 6.2936 5.8417 6.1210
C: -0.9152 -1.2438 0.1191
O: 1.5074 -3.7619 -4.5111
H: 2.8455 -3.1501 -3.0731
H: -1.7354 2.6797 1.5038
H: 2.0906 -3.4364 -5.2176
C: 1.7959 5.8910 6.8958
C: -4.6073 -2.0327 -1.9507
O: 0.3410 -4.2470 2.0716
H: 3.4698 4.2772 2.1799
O: 0.5284 1.2134 1.3142
H: -2.6402 1.2822 0.5890
O: -0.1543 -3.0827 -6.9446
H: 3.7977 -9.0002 -3.8931
C: 1.5865 0.6626 2.1683
H: -3.6987 -0.3469 -0.4386
C: -3.6912 4.2335 2.1785
H: -1.0995 -4.8607 -7.3667
O: -6.8879 -0.0421 -0.9184
H: 0.2598 -3.4699 -6.1547
N: 2.6913 0.2256 2.7221
H: -2.4436 -5.1645 -3.1547
C: 2.7261 1.4101 -0.9850
P: 0.7900 1.9774 -2.8645
H: -8.3856 0.6784 0.2943
O: 3.8772 1.3941 -1.6633
H: 0.7554 6.1939 7.0335
H: 8.0601 5.9549 5.9068
C: 0.7415 -4.3298 3.4270
H: -2.0113 -3.7201 -6.3297
H: -4.6087 4.9578 2.2305
O: 4.4059 4.3545 4.0103
Br: 0.5235 -0.1585 -3.6261
C: -1.3437 -3.8104 -7.1901
H: -1.8457 2.1796 -1.5801
H: -6.8767 0.7865 -1.4269
C: -3.9238 3.1626 0.9156
H: 1.7021 -4.4267 -2.5813
O: 2.1008 5.9064 5.5133
C: -3.4596 -1.3631 -0.9911
H: 3.0463 2.9695 3.3281
C: -1.9728 -2.1187 -0.8471
H: 1.9340 4.8808 7.2890
H: -4.6684 2.3227 1.3073
C: 7.1604 5.4069 5.6173
H: -8.2301 -1.0961 0.2181
H: 1.8326 -4.3460 3.4851
O: 3.8436 -6.9707 -4.2273
O: 1.9024 2.5861 -0.5454
H: -5.0045 -3.8836 -3.4484
H: -2.6764 4.7871 1.9191
H: 2.4191 4.6195 3.5791
O: -0.4598 2.9037 -3.7165
H: 3.7515 -7.9679 -2.4302
H: 3.0556 -4.8252 -3.6713
O: 1.9200 0.2163 -0.5613
H: 7.0333 5.4663 4.5335
C: -8.1833 -0.1715 -0.3620
H: -5.6381 -1.4699 -2.0559

***

No. 2
Molecular formula: C23H47CuNO2S2Si2
Method: DFT, wB97M-V/def2-TZVPD

As for the spin multiplicity: 2. The LUMO energy (alpha / beta) comes out at 0.009 / -0.063 Eh. As for the HOMO energy (alpha / beta): -7.65 / -7.69 eV. The expectation value of S² is 0.757. The calculation puts the energy above the lowest of the compared OMol25 structures with the same formula, charge and spin at 36.0 kJ/mol.

Cartesian coordinates (Å):
H: -0.2936 -1.6662 1.5459
H: -4.0739 -0.6964 0.6619
H: -1.2782 -2.4089 3.9123
H: -0.7550 0.7932 3.7324
H: 5.0999 1.6948 0.2410
H: 3.7284 2.2680 1.2362
C: -0.9033 -4.0490 -1.4591
H: -1.1520 -4.8856 -0.7851
C: 0.2488 -4.4956 -2.3321
H: -1.1570 -0.4243 -5.2075
H: -3.2804 -4.1609 -0.6832
C: -1.8455 0.8293 3.6018
H: 3.3886 -0.6182 0.2451
C: -1.8194 1.2670 -2.9104
C: 2.6614 3.5041 5.5810
C: 3.7708 1.0971 -2.6613
H: -4.8987 -0.1726 2.1310
H: -2.2789 0.5231 -3.5662
C: 2.9472 1.2523 3.8835
C: -1.7856 2.6285 -3.5337
C: -0.6465 -0.9839 -4.4194
H: -1.0331 -0.3344 0.5405
C: 0.4655 3.3452 2.3107
C: 3.5173 2.4313 5.9102
S: -0.8079 3.5859 1.2167
H: 0.6598 -0.8375 -2.7197
H: -0.0987 -5.2923 -2.9964
H: -1.9772 -3.1226 2.4437
C: -2.1777 -2.4186 3.2703
Cu: -0.1834 2.8307 -0.8817
S: 0.7150 4.4997 3.6894
H: 2.5470 4.3745 6.2319
C: -4.2818 -4.1421 -2.5917
H: 1.0290 -4.9413 -1.7132
H: -3.4318 -2.5497 -1.3902
H: 3.6861 2.0011 -3.2926
H: 1.4192 2.7747 -2.5748
H: 2.1071 -0.9161 -0.9452
Si: -2.4081 -0.6466 2.5772
Si: 2.9407 1.4583 -0.9909
H: -2.3403 0.8239 4.5876
C: 3.6487 1.3212 5.0709
C: -3.2319 -3.5990 -1.6414
H: 1.7185 -0.1036 0.5933
H: 0.9328 0.4302 -4.0012
H: -2.3667 1.2661 -1.9612
H: -5.2849 -4.0508 -2.1783
N: 1.2524 2.2858 2.4280
H: -3.8202 0.9593 1.3167
H: -2.0954 1.7517 3.0575
C: 2.4729 -0.1929 -0.2015
H: 3.2974 0.2513 -3.1907
H: -0.1383 0.0340 2.0640
H: -4.0744 -5.1977 -2.7244
H: -2.8229 2.9050 -3.7275
H: 4.8426 0.8804 -2.5371
C: -0.8070 -0.6917 1.5758
H: -4.2220 -3.6349 -3.5583
H: 4.3112 0.4883 5.3456
C: 1.9352 3.4396 4.3866
H: -3.0037 -2.8359 3.8632
O: -0.4639 0.8785 -2.6180
C: 4.1468 2.2505 0.2166
H: -1.2957 -1.7571 -3.9949
C: 1.6641 2.7367 -1.4989
H: -0.6178 -3.2084 -0.8215
C: 2.0668 2.3034 3.5349
C: -3.9408 -0.1026 1.5813
H: 4.0863 2.4622 6.8405
H: 3.0116 0.4275 3.1808
H: -1.1877 2.6416 -4.4731
O: -1.9618 -3.6137 -2.2931
H: 2.0211 3.7788 -1.3029
H: 0.1084 -1.5586 -4.9453
C: 0.1644 -0.1316 -3.4250
H: -1.3617 3.3471 -2.8206
H: 4.3454 3.2862 -0.1036
H: 0.6461 -3.6668 -2.9328

***

No. 3
Molecular formula: C23H47NO2PdS2Si2
Method: DFT, wB97M-V/def2-TZVPD

As for the spin multiplicity: 3. The LUMO energy (alpha / beta) comes out at -0.002 / -0.002 Eh. As for the HOMO energy (alpha / beta): -4.98 / -6.59 eV. The expectation value of S² is 2.006.

Cartesian coordinates (Å):
H: -1.6779 -6.8942 -1.2827
H: 4.5005 0.4818 4.5653
C: 1.8304 -5.0039 -1.7732
Si: -2.6381 1.1540 3.2392
C: -3.6152 2.3265 2.1493
H: -2.6667 0.8123 5.7119
H: -1.3913 -5.3800 -3.9525
S: -1.0065 0.5456 -0.0138
H: -2.7087 -5.5350 -1.7785
H: 4.2297 3.1320 1.1250
C: 4.0170 0.7698 3.6376
H: 1.0338 -2.3709 -4.4841
H: -3.4976 -4.0926 0.3002
H: 0.7009 -5.7303 -0.0601
H: -1.2030 -1.4361 -3.6279
H: -1.1894 -6.0956 0.9034
H: -3.8788 3.2173 2.7384
Si: -1.5216 -3.7295 1.7807
H: -1.6130 -5.9816 2.6352
H: -2.8256 -1.9640 -1.4223
H: 0.6056 -3.9519 -3.8156
H: -3.1625 -1.3515 3.1078
C: -1.0387 -3.1314 3.5107
H: -0.1730 1.1000 3.7796
H: -3.9960 1.8818 5.1747
H: -0.9701 2.6011 4.2927
C: 3.8859 2.2672 1.7177
H: -0.4045 -3.2122 -5.0798
H: -1.9026 -3.3045 4.1496
H: -0.6982 -2.0805 3.6224
H: 0.6061 -6.7712 -1.5039
C: 0.5899 0.7380 0.4745
H: 2.4963 -0.8171 3.7160
H: -4.5402 1.8418 1.8078
C: -3.3298 -3.6846 1.3080
H: 0.5661 -2.7193 0.5788
H: -0.2023 -3.7756 3.7761
Pd: -0.9357 -1.1056 1.8418
H: -3.7613 -2.6806 1.3656
H: 1.8481 -5.1684 -2.8602
N: 1.0724 0.0154 1.4798
C: -0.5288 -2.5929 0.7145
C: -1.7448 -6.0344 -1.9514
H: -3.5417 -3.4622 -2.0311
C: -2.7834 -0.5541 2.4630
S: 1.6869 2.0265 -0.0387
H: -0.0168 -1.8447 -2.3413
H: -3.4008 -2.3346 -4.4290
C: -2.9130 -2.6120 -2.3176
C: -1.4441 -6.3185 -3.3917
H: -3.3174 -0.5887 1.4940
H: -2.2343 -6.9157 -3.8154
H: -3.1583 -0.8261 -3.5089
C: 2.2883 0.4517 1.9817
H: -3.0325 2.6283 1.2691
O: -1.6101 -3.1859 -2.6632
C: -0.9089 1.8581 3.4803
C: 0.6824 -5.7439 -1.1630
C: 2.9099 0.0438 3.1802
H: 1.7921 -3.9372 -1.5320
C: -3.4303 0.9699 4.9372
H: -0.9747 -2.2978 -0.2599
H: 0.0538 -5.6325 2.1084
C: 2.7828 1.5742 1.2672
C: 0.1987 -3.0053 -4.1822
H: -3.8561 -4.3351 2.0216
C: -3.5312 -1.8483 -3.4566
H: -4.6016 -1.7806 -3.2742
C: 4.5062 1.8662 2.8959
C: -0.6272 -2.2506 -3.1720
H: -4.1177 0.1137 4.9447
H: -0.8425 -4.3233 -2.3014
C: -1.0066 -5.5361 1.8314
H: 2.7753 -5.3955 -1.3680
H: 5.3771 2.4052 3.2655
H: -0.5342 2.3684 2.5825
H: -0.4861 -6.8406 -3.4894
O: -0.6736 -5.0584 -1.5751

***

E_tot for the records above, in order: -5077.7807 -4125.5910 -2612.8728 a.u.